C8H18N3S2 | ωB97M-V/def2-TZVPD

For the energy relative to the best compared isomer or geometry (same formula, charge and spin), the calculation gives 2.2485 eV. The net charge is +1. The strongest force on any atom comes out at 0.097 Eh/bohr. The value obtained for the frontier orbital gap (alpha / beta) is 7.6711 / 6.3604 eV.

Each line ends with the Löwdin charge.
Element x y z (Å)
C: 0.83 -3.37 -0.32  -0.2125
C: 0.04 -2.40 0.57  -0.1916
C: 1.59 -2.42 -1.32  -0.4142
C: -0.32 0.53 0.82  -0.0804
C: -0.70 -1.48 -0.41  -0.5736
C: -2.48 -0.44 0.81  -0.4510
C: 1.04 2.25 -0.79  -0.0489
C: -0.61 3.29 0.61  -0.0343
N: -1.33 1.80 -1.19  0.1084
N: -1.23 -0.40 0.34  -0.2302
N: -0.38 2.17 -0.35  -0.4381
S: 0.44 -1.07 -1.78  0.9662
S: -3.41 0.70 1.69  0.8721
H: 1.68 -3.91 0.05  0.1011
H: 0.15 -4.18 -0.84  0.1650
H: -0.59 -3.08 1.24  0.1446
H: 0.63 -1.64 1.30  0.1612
H: 2.50 -1.96 -1.03  0.0596
H: 1.94 -3.14 -2.07  0.0884
H: -0.41 1.07 1.81  0.1117
H: 0.81 0.26 0.61  0.1282
H: -1.59 -2.04 -0.66  0.1175
H: -2.97 -1.30 0.35  0.0985
H: 1.01 3.25 -1.46  0.1516
H: 1.58 2.35 0.16  0.0909
H: 1.16 1.31 -1.46  0.0483
H: 0.17 3.35 1.45  0.1267
H: -0.57 4.17 -0.12  0.1242
H: -1.59 3.07 1.07  0.0661
H: -0.92 1.11 -1.85  0.0283
H: -2.49 1.09 2.64  -0.0836